Record 1
{"formula": "C24H22F6N3O4PmS2Si", "method": "ωB97M-V with the def2-TZVPD basis set", "symbols": ["Pm", "C", "Si", "C", "C", "N", "C", "C", "C", "C", "C", "C", "F", "H", "H", "H", "H", "H", "H", "H", "H", "H", "H", "H", "H", "H", "F", "C", "C", "C", "F", "C", "F", "C", "F", "C", "F", "O", "S", "O", "N", "C", "S", "C", "C", "C", "C", "C", "C", "H", "H", "H", "H", "N", "C", "C", "O", "O", "H", "H", "H", "H", "H"], "xyz": [[-0.18869, -0.57163, -0.34960], [2.51042, 2.96238, 1.04195], [2.03907, 2.42636, -0.72498], [3.33862, 1.23431, -1.40910], [2.04150, 3.90301, -1.91328], [0.49560, 1.63252, -0.74960], [-0.65443, 2.35730, -0.58013], [-0.77216, 3.64091, -0.00265], [-1.99287, 4.28151, 0.09285], [-3.16413, 3.69419, -0.37191], [-3.09937, 2.44346, -0.96870], [-1.87230, 1.84119, -1.05903], [-1.75795, 0.61074, -1.73712], [3.56643, 2.77362, 1.25028], [1.91560, 2.39717, 1.76401], [2.32795, 4.02364, 1.22471], [4.04013, 1.76050, -2.06010], [2.86384, 0.44125, -1.98692], [3.91645, 0.76038, -0.61694], [2.91145, 4.54709, -1.76738], [1.14368, 4.51505, -1.81150], [2.06831, 3.53474, -2.94127], [0.12268, 4.11615, 0.37687], [-2.02881, 5.26875, 0.53713], [-4.11082, 4.20710, -0.28024], [-3.97529, 1.94364, -1.35804], [0.65878, -4.14208, 1.67789], [0.65937, -4.16427, 0.30177], [0.47723, -2.97694, -0.36588], [0.56655, -3.10702, -1.73759], [0.42922, -1.92268, -2.46614], [0.79118, -4.27520, -2.43096], [0.87616, -4.31923, -3.76281], [0.94084, -5.43943, -1.69203], [1.16691, -6.59974, -2.30836], [0.87411, -5.38735, -0.30906], [1.03564, -6.50905, 0.40135], [-2.04179, -1.87806, -0.95236], [-2.87655, -1.52223, 0.19211], [-3.86363, -0.51788, -0.04260], [-1.83652, -1.08618, 1.39394], [-1.99281, -1.90117, 2.45449], [-1.25383, -1.72222, 3.92798], [-2.94665, -3.01712, 2.22465], [-3.23831, -4.06957, 3.07618], [-4.05544, -5.08827, 2.60634], [-4.56843, -5.06212, 1.31343], [-4.30189, -3.99406, 0.46719], [-3.50506, -2.98348, 0.95910], [-2.81335, -4.09065, 4.06972], [-4.28737, -5.92544, 3.25130], [-5.17874, -5.88359, 0.96342], [-4.69557, -3.95474, -0.53991], [1.99209, -1.82494, 3.55560], [2.85962, -1.62633, 2.37819], [2.00268, -0.89556, 1.31287], [2.30312, -0.98267, 0.12538], [0.98909, -0.29097, 1.77809], [1.54527, -2.74247, 3.56314], [1.18332, -1.15191, 3.38163], [2.42747, -1.64091, 4.45269], [3.21213, -2.56618, 1.96520], [3.71165, -0.99643, 2.62532]], "forces_ev_per_a": [[2.20, 1.02, 0.19], [-0.04, -0.05, -0.22], [0.31, 0.00, -0.28], [-0.07, 0.19, 0.21], [-0.17, -0.13, 0.23], [0.30, 0.06, -0.07], [-0.24, 0.14, -0.36], [-0.06, -0.24, 0.11], [0.01, 0.09, 0.03], [0.02, 0.01, 0.00], [-0.10, -0.07, -0.07], [0.29, 0.17, 0.00], [-0.41, 0.58, -0.13], [0.02, 0.01, -0.04], [0.01, -0.02, -0.01], [-0.01, 0.00, -0.02], [-0.05, 0.07, -0.01], [0.04, 0.00, -0.06], [0.01, -0.06, -0.02], [0.02, -0.02, 0.04], [0.04, 0.05, 0.00], [0.01, -0.04, 0.01], [-0.03, 0.04, 0.02], [-0.03, -0.02, 0.02], [-0.02, -0.03, 0.00], [0.02, -0.01, -0.01], [0.00, -0.17, 0.09], [-0.05, 0.60, 0.01], [0.16, -1.13, -0.52], [0.08, 0.02, 0.67], [-0.02, -0.15, -0.11], [0.00, 0.04, -0.09], [-0.01, 0.00, -0.05], [-0.03, 0.10, 0.10], [0.01, -0.09, -0.06], [0.03, 0.07, 0.01], [0.02, -0.08, 0.04], [-0.72, -0.25, -0.40], [-1.08, -0.56, 0.69], [-0.24, -0.16, 0.00], [-0.82, -0.50, -0.19], [0.30, 0.41, 0.48], [0.15, 0.02, 0.02], [-0.13, -0.15, -0.22], [-0.03, -0.04, -0.03], [0.02, 0.03, 0.07], [-0.03, 0.05, -0.03], [-0.16, 0.09, -0.20], [0.34, 0.14, 0.09], [0.02, 0.00, 0.00], [0.01, 0.00, 0.00], [-0.02, 0.02, -0.01], [-0.02, -0.03, 0.02], [-0.70, 0.35, -0.13], [0.18, 0.20, -0.84], [0.17, -0.07, 0.69], [0.20, 0.19, -0.15], [0.09, -0.30, 0.08], [0.03, -0.11, -0.03], [0.16, -0.15, 0.20], [0.03, -0.02, 0.04], [-0.03, -0.08, 0.12], [-0.02, -0.02, 0.13]], "spin_multiplicity": 5, "e_lumo_ev": [-0.708, -0.698], "energy_ev": -100315.2531}

Record 2
{"formula": "C34H63N7O2PbS5Si4Te", "method": "ωB97M-V with the def2-TZVPD basis set", "symbols": ["Pb", "O", "C", "N", "C", "O", "C", "C", "C", "C", "C", "N", "C", "C", "C", "C", "C", "N", "H", "H", "H", "H", "H", "H", "H", "H", "S", "C", "S", "S", "C", "N", "C", "S", "N", "C", "H", "H", "H", "H", "H", "H", "H", "H", "C", "Si", "C", "C", "Si", "Te", "Si", "C", "C", "C", "Si", "C", "C", "C", "H", "H", "H", "H", "H", "H", "H", "H", "H", "H", "H", "H", "H", "H", "H", "H", "H", "H", "H", "H", "H", "H", "H", "H", "H", "H", "H", "C", "C", "C", "C", "N", "C", "S", "N", "C", "C", "C", "C", "H", "H", "H", "H", "H", "H", "H", "H", "H", "H", "H", "H", "H", "H", "H", "H", "H", "H", "H", "H"], "xyz": [[0.06151, 1.46925, 0.27102], [-4.20747, 2.39337, -2.14656], [-3.15669, 2.35286, -1.50942], [-2.53226, 1.23841, -1.08601], [-2.38097, 0.11589, -1.74386], [-2.36131, -0.02997, -2.98819], [-2.11507, -1.08641, -0.85932], [-2.77368, -2.29083, -1.08517], [-2.51090, -3.36338, -0.24965], [-1.57097, -3.21249, 0.76095], [-0.95712, -1.97853, 0.90812], [-1.23254, -0.94477, 0.12542], [-2.55942, 3.64529, -0.99589], [-3.06070, 4.84367, -1.48862], [-2.55606, 6.03310, -0.99803], [-1.57924, 5.98481, -0.01575], [-1.12235, 4.74518, 0.40055], [-1.58933, 3.60028, -0.08701], [-3.49706, -2.36396, -1.88743], [-3.02980, -4.30513, -0.38371], [-1.33368, -4.02730, 1.43213], [-0.20661, -1.80272, 1.67262], [-3.82668, 4.80607, -2.24904], [-2.90049, 6.98580, -1.38175], [-1.15139, 6.88640, 0.40165], [-0.33364, 4.66938, 1.14053], [4.75019, 2.21965, -0.14167], [3.16846, 2.00264, 0.35157], [2.55325, 0.43668, 0.74908], [2.07077, 3.33382, 0.45609], [0.31300, 1.04225, -4.72668], [-0.18163, 2.23215, -4.06320], [0.50975, 3.29431, -3.61146], [-0.28971, 4.76699, -3.41161], [1.83024, 3.21830, -3.38804], [2.65790, 2.03263, -3.19611], [-0.44436, 0.71310, -5.43853], [0.50684, 0.22014, -4.03555], [1.22817, 1.27329, -5.27276], [-1.17958, 2.33396, -3.98976], [2.19943, 4.07089, -3.00067], [2.06757, 1.16906, -2.89206], [3.39197, 2.23031, -2.41263], [3.20242, 1.79232, -4.11513], [-1.68133, 3.52033, 6.49178], [-1.20506, 1.67956, 6.56581], [-0.58331, 1.39336, 8.35188], [-2.83687, 0.70192, 6.48230], [0.27656, 1.18827, 4.79229], [-1.24991, 1.46331, 2.81094], [1.09691, -0.99578, 5.15161], [1.91278, -1.13191, 6.87596], [-0.33320, -2.25781, 5.20954], [2.40202, -1.66028, 3.95428], [2.06890, 2.70883, 4.96050], [3.69497, 2.01265, 4.30113], [1.65715, 4.37237, 4.16231], [2.41640, 3.08485, 6.80440], [-2.46473, 3.78506, 7.20581], [-2.04229, 3.75600, 5.48767], [-0.81592, 4.15901, 6.68548], [-1.27333, 1.81545, 9.08670], [0.39549, 1.85096, 8.51105], [-0.48511, 0.32527, 8.56041], [-3.57891, 1.04677, 7.20621], [-2.66050, -0.36179, 6.66099], [-3.26870, 0.79397, 5.48311], [1.25258, -0.76392, 7.66451], [2.83285, -0.54331, 6.91749], [2.16911, -2.16876, 7.10843], [-0.97146, -2.07160, 6.07726], [0.03649, -3.28403, 5.27695], [-0.96491, -2.18299, 4.32101], [3.39679, -1.30883, 4.23579], [2.23515, -1.30377, 2.93881], [2.42423, -2.75282, 3.92597], [3.56320, 1.60666, 3.29660], [4.07276, 1.20406, 4.93327], [4.46409, 2.78602, 4.24006], [1.72259, 4.28219, 3.07753], [2.35457, 5.15450, 4.47436], [0.64362, 4.69535, 4.41446], [2.51207, 2.15913, 7.37855], [1.61444, 3.67387, 7.25658], [3.34960, 3.64296, 6.91272], [-4.46744, -3.98841, -5.00178], [-3.51824, -3.70417, -6.16680], [-2.36418, -2.78857, -5.75407], [-1.33610, -3.49271, -4.86672], [-0.54779, -2.50612, -4.14085], [0.48277, -2.77803, -3.33949], [1.13903, -1.66357, -2.27932], [1.05095, -4.05380, -3.39340], [1.67710, -4.52641, -4.63267], [2.57328, -3.47032, -5.28853], [3.55725, -4.04930, -6.30188], [2.86709, -4.74085, -7.47716], [-5.37806, -4.48338, -5.34385], [-4.74689, -3.05000, -4.52026], [-3.99859, -4.63276, -4.25742], [-4.07589, -3.21455, -6.96873], [-3.12447, -4.64345, -6.57188], [-2.76618, -1.93943, -5.20225], [-1.85340, -2.39559, -6.63750], [-0.68589, -4.11581, -5.48522], [-1.83759, -4.16080, -4.15463], [-1.09797, -1.66548, -3.87879], [1.71695, -4.08908, -2.63431], [0.90406, -4.85152, -5.33089], [2.26784, -5.40721, -4.36868], [3.12544, -2.95159, -4.50144], [1.93698, -2.72492, -5.77524], [4.22217, -4.75608, -5.79570], [4.17969, -3.23318, -6.67667], [2.36357, -5.65036, -7.14638], [3.58914, -5.01395, -8.24859], [2.12485, -4.08042, -7.92988]], "forces_ev_per_a": [[0.31, 0.02, -1.14], [0.18, 0.18, -0.11], [-0.27, -0.39, -0.08], [0.15, 0.15, 0.72], [-0.07, 0.17, -0.84], [0.05, -0.64, 0.06], [0.09, -0.09, -0.07], [-0.07, -0.07, -0.06], [0.10, 0.11, -0.01], [-0.05, -0.04, 0.04], [0.03, -0.14, -0.10], [-0.24, -0.15, 0.01], [-0.14, 0.23, -0.02], [-0.12, 0.06, 0.08], [0.02, -0.07, 0.07], [0.02, -0.01, -0.06], [0.07, 0.19, -0.06], [-0.23, 0.21, 0.06], [0.04, 0.04, -0.04], [0.00, -0.01, -0.01], [0.04, 0.01, 0.01], [-0.05, -0.02, 0.05], [0.00, -0.01, 0.00], [-0.05, -0.01, -0.01], [0.02, 0.00, 0.01], [-0.02, -0.06, 0.05], [0.37, 0.03, -0.03], [-0.07, 0.02, 0.10], [0.34, -0.35, 0.21], [0.19, 0.36, 0.03], [0.05, -0.09, 0.04], [0.06, -0.17, 0.18], [0.03, 0.08, -0.30], [-0.06, 0.25, 0.09], [0.12, -0.17, 0.04], [0.06, -0.05, -0.02], [-0.01, 0.05, -0.02], [0.00, 0.02, -0.03], [-0.05, -0.01, -0.03], [-0.06, 0.00, -0.06], [-0.05, 0.04, 0.02], [0.02, 0.09, 0.06], [-0.14, 0.03, -0.01], [-0.04, -0.11, 0.04], [0.19, -0.15, -0.26], [-0.55, 0.25, 0.57], [0.25, -0.08, -0.30], [0.27, -0.04, -0.32], [-0.07, -0.09, -0.16], [-0.19, -0.03, 1.23], [0.08, -0.66, 0.35], [-0.13, 0.27, -0.12], [0.00, 0.32, -0.12], [-0.14, 0.29, -0.11], [0.37, 0.44, 0.25], [-0.27, -0.06, -0.17], [-0.04, -0.24, -0.03], [-0.23, -0.21, -0.11], [-0.01, -0.12, 0.07], [0.00, 0.03, -0.01], [0.02, 0.00, 0.00], [-0.10, 0.03, -0.08], [0.00, -0.01, 0.02], [-0.02, 0.00, 0.02], [0.10, 0.12, 0.08], [0.01, -0.01, 0.00], [-0.01, -0.01, -0.01], [0.02, -0.02, 0.00], [0.02, 0.01, -0.01], [-0.01, -0.05, -0.08], [-0.01, 0.02, 0.00], [0.11, 0.02, 0.02], [-0.01, 0.02, -0.01], [0.00, 0.04, 0.02], [-0.01, 0.03, -0.12], [-0.08, -0.01, 0.14], [0.01, -0.02, -0.10], [-0.05, 0.01, 0.06], [-0.03, 0.07, 0.06], [-0.04, -0.03, -0.08], [0.06, -0.06, 0.08], [0.00, -0.04, 0.02], [0.03, 0.00, 0.03], [-0.01, 0.00, 0.00], [0.03, 0.03, -0.08], [0.06, -0.04, -0.17], [0.05, 0.12, 0.14], [0.20, -0.23, 0.06], [-0.08, -0.11, 0.05], [-0.98, 0.52, -0.25], [0.64, 0.27, 0.61], [-0.19, -0.21, 0.02], [-0.16, -0.18, -0.12], [-0.02, 0.21, -0.14], [0.06, -0.18, 0.05], [-0.22, 0.10, -0.07], [0.16, 0.01, 0.11], [0.00, -0.01, 0.02], [-0.05, -0.04, 0.06], [-0.04, 0.05, 0.07], [0.01, -0.05, -0.03], [-0.04, 0.03, -0.05], [-0.08, 0.18, 0.02], [-0.03, 0.06, 0.04], [-0.23, 0.12, 0.04], [0.04, 0.02, -0.02], [0.59, -0.25, -0.04], [0.05, 0.04, 0.00], [0.23, -0.16, 0.03], [-0.02, -0.01, 0.01], [-0.04, 0.04, 0.00], [0.04, 0.07, 0.03], [0.04, 0.02, -0.02], [0.06, -0.05, 0.01], [-0.06, -0.01, -0.08], [-0.04, -0.05, -0.02], [-0.03, -0.01, -0.01]], "total_charge": -2, "e_lumo_ev": 3.472, "energy_ev": -149042.7743}

Record 3
{"formula": "C3H4LuO3", "method": "ωB97M-V with the def2-TZVPD basis set", "symbols": ["H", "H", "C", "C", "O", "C", "O", "Lu", "O", "H", "H"], "xyz": [[-0.89077, -0.49450, -1.27126], [1.41514, 2.06705, -1.05379], [0.52637, 1.41993, -1.01561], [0.71560, 0.07017, -0.67195], [0.16902, -0.17565, 0.64571], [0.52810, -1.25507, 1.28123], [-0.56196, -1.70337, 1.87240], [-2.56272, 1.06313, -0.37513], [-0.65902, 1.96978, -0.87875], [1.69451, -0.39586, -0.79248], [-0.37428, -2.56562, 2.25963]], "forces_ev_per_a": [[1.09, 0.40, 0.02], [-0.41, -0.08, -0.95], [-0.25, 0.49, 0.72], [-1.16, 0.32, 0.71], [-0.99, 0.22, -0.26], [0.71, -1.12, -0.54], [-0.53, 0.21, 0.32], [1.72, 0.02, -0.44], [-0.09, -0.54, 0.29], [-0.36, -0.08, -0.09], [0.28, 0.16, 0.21]], "spin_multiplicity": 2, "e_lumo_ev": [0.120, -1.085], "energy_ev": -42930.8663}